[1]
{
  "formula": "C31H79BF4N5O11",
  "method": "ωB97M-V/def2-TZVPD",
  "total_charge": 1,
  "e_tot_ha": -2753.83922,
  "symbols": ["C", "N", "C", "C", "C", "C", "O", "H", "H", "H", "H", "H", "H", "H", "H", "H", "H", "H", "H", "H", "H", "C", "N", "C", "C", "C", "C", "O", "H", "H", "H", "H", "H", "H", "H", "H", "H", "H", "H", "H", "H", "H", "C", "N", "C", "C", "C", "C", "O", "H", "H", "H", "H", "H", "H", "H", "H", "H", "H", "H", "H", "H", "H", "C", "N", "C", "C", "C", "C", "O", "H", "H", "H", "H", "H", "H", "H", "H", "H", "H", "H", "H", "H", "H", "C", "N", "C", "C", "C", "C", "O", "H", "H", "H", "H", "H", "H", "H", "H", "H", "H", "H", "H", "H", "H", "B", "F", "F", "F", "F", "C", "C", "O", "O", "H", "H", "H", "C", "C", "O", "O", "H", "H", "H", "C", "C", "O", "O", "H", "H", "H"],
  "positions_angstrom": [[33.52, -34.00, 30.77], [34.75, -33.10, 30.57], [35.28, -32.70, 31.95], [35.88, -33.95, 29.95], [34.30, -31.99, 29.55], [33.35, -30.92, 30.18], [34.06, -30.11, 31.08], [33.10, -34.34, 29.82], [32.81, -33.59, 31.49], [33.89, -34.84, 31.37], [35.56, -33.62, 32.48], [34.40, -32.19, 32.34], [36.26, -32.23, 31.88], [35.56, -34.41, 29.02], [36.00, -34.76, 30.67], [36.77, -33.34, 29.76], [33.76, -32.40, 28.70], [35.28, -31.55, 29.36], [32.43, -31.33, 30.61], [33.03, -30.16, 29.47], [33.81, -29.18, 31.02], [35.96, -28.67, 27.36], [37.13, -28.30, 28.31], [37.13, -26.79, 28.67], [36.96, -29.12, 29.64], [38.58, -28.72, 27.77], [38.63, -28.77, 26.22], [38.45, -27.44, 25.70], [36.08, -28.00, 26.51], [35.05, -28.72, 27.96], [36.12, -29.73, 27.14], [37.83, -26.49, 29.45], [36.14, -26.56, 29.08], [37.42, -26.32, 27.73], [36.84, -30.20, 29.57], [36.06, -28.68, 30.07], [37.90, -28.87, 30.14], [38.87, -29.73, 28.05], [39.31, -28.09, 28.26], [37.85, -29.38, 25.76], [39.56, -29.10, 25.74], [38.98, -27.38, 24.91], [31.42, -33.64, 23.76], [32.28, -34.45, 24.67], [31.67, -35.87, 24.79], [33.67, -34.57, 24.02], [32.45, -33.81, 26.08], [31.12, -33.51, 26.82], [30.39, -32.53, 26.21], [31.49, -34.06, 22.76], [31.67, -32.58, 23.72], [30.40, -33.68, 24.15], [32.57, -36.45, 24.96], [31.13, -36.03, 23.86], [31.10, -35.87, 25.72], [34.11, -33.58, 23.96], [33.75, -34.93, 22.99], [34.29, -35.28, 24.57], [32.93, -32.88, 25.77], [33.04, -34.59, 26.57], [31.42, -33.02, 27.76], [30.48, -34.33, 27.15], [29.91, -32.12, 26.92], [39.41, -31.71, 21.42], [38.59, -32.16, 22.68], [39.21, -33.52, 23.11], [38.83, -31.21, 23.91], [37.08, -32.37, 22.41], [36.66, -32.82, 20.91], [37.17, -34.08, 20.58], [39.35, -30.65, 21.18], [39.26, -32.41, 20.60], [40.45, -31.68, 21.74], [39.12, -34.19, 22.25], [38.79, -33.94, 24.03], [40.25, -33.32, 23.38], [38.15, -31.48, 24.72], [38.40, -30.29, 23.53], [39.80, -30.93, 24.31], [36.75, -31.36, 22.66], [36.83, -33.08, 23.20], [36.83, -32.03, 20.18], [35.58, -32.70, 20.80], [36.53, -34.77, 20.79], [41.97, -35.70, 28.17], [40.94, -34.66, 28.67], [41.40, -33.97, 29.96], [40.86, -33.53, 27.60], [39.57, -35.44, 28.75], [39.36, -36.50, 29.81], [40.02, -36.33, 31.07], [41.77, -36.01, 27.15], [41.80, -36.52, 28.88], [42.96, -35.26, 28.14], [42.33, -33.41, 29.83], [41.51, -34.78, 30.68], [40.72, -33.24, 30.38], [40.12, -32.87, 28.05], [40.58, -34.03, 26.68], [41.86, -33.10, 27.59], [39.27, -35.78, 27.75], [38.80, -34.70, 28.97], [39.79, -37.42, 29.42], [38.32, -36.79, 29.91], [39.37, -35.77, 31.51], [36.24, -36.69, 22.11], [36.25, -35.78, 23.04], [35.82, -36.07, 20.91], [37.44, -37.28, 21.91], [35.34, -37.67, 22.45], [36.74, -34.49, 26.36], [36.66, -33.07, 26.71], [37.74, -32.58, 27.10], [35.62, -32.45, 26.47], [37.26, -35.11, 27.08], [37.29, -34.58, 25.42], [35.79, -34.99, 26.16], [34.65, -38.03, 26.69], [33.72, -37.36, 27.69], [34.12, -37.24, 28.85], [32.62, -36.96, 27.33], [35.46, -37.33, 26.47], [34.03, -38.12, 25.80], [34.89, -38.98, 27.16], [38.23, -37.41, 25.98], [39.36, -38.43, 26.30], [39.53, -38.78, 27.53], [40.18, -38.77, 25.39], [38.59, -36.40, 25.76], [37.54, -37.30, 26.82], [37.73, -37.82, 25.11]],
  "lowdin_charge": [0.03, -0.30, 0.03, 0.02, -0.04, -0.21, -0.09, 0.11, 0.10, 0.11, 0.11, 0.10, 0.10, 0.11, 0.11, 0.09, 0.12, 0.10, 0.12, 0.12, 0.09, 0.05, -0.28, 0.03, 0.03, -0.04, -0.21, -0.07, 0.11, 0.10, 0.09, 0.11, 0.10, 0.10, 0.09, 0.08, 0.10, 0.12, 0.13, 0.10, 0.12, 0.09, -0.02, -0.32, 0.06, 0.01, -0.06, -0.25, -0.05, 0.11, 0.10, 0.10, 0.08, 0.11, 0.08, 0.10, 0.11, 0.09, 0.12, 0.12, 0.11, 0.13, 0.10, 0.03, -0.28, 0.03, -0.01, -0.03, -0.22, -0.04, 0.10, 0.11, 0.09, 0.11, 0.09, 0.10, 0.08, 0.08, 0.10, 0.11, 0.11, 0.11, 0.12, 0.01, 0.05, -0.29, -0.01, 0.02, -0.07, -0.22, -0.06, 0.12, 0.11, 0.10, 0.10, 0.09, 0.10, 0.07, 0.10, 0.10, 0.11, 0.10, 0.10, 0.14, 0.08, -1.49, 0.23, 0.11, 0.18, 0.15, -0.03, -0.84, -0.10, -0.05, 0.05, 0.06, 0.07, -0.01, -0.85, -0.09, -0.08, 0.04, 0.07, 0.09, -0.05, -0.72, -0.13, -0.10, 0.03, 0.04, 0.09]
}


[2]
{
  "formula": "C3H9NS2",
  "method": "ωB97M-V/def2-TZVPD",
  "de_lowest_ev": 2.130,
  "total_charge": 0,
  "e_tot_ha": -970.75344,
  "symbols": ["C", "C", "N", "H", "H", "H", "H", "H", "C", "S", "S", "H", "H", "H", "H"],
  "positions_angstrom": [[0.57, 0.18, 3.77], [-0.29, -0.80, 3.56], [-1.63, -0.87, 4.00], [0.48, 1.10, 4.33], [1.64, 0.02, 3.65], [0.00, -1.71, 3.05], [-2.18, -0.13, 3.59], [-2.07, -1.75, 3.81], [-0.58, 0.84, -4.10], [0.58, -0.35, -4.84], [2.47, -0.20, -4.29], [-1.26, 1.19, -4.88], [-0.04, 1.60, -3.53], [-1.18, 0.30, -3.37], [3.48, 0.59, -4.78]],
  "lowdin_charge": [-0.03, -0.30, 0.01, 0.04, 0.04, 0.09, 0.08, 0.06, -0.46, 0.33, 0.22, 0.03, 0.04, 0.02, -0.18]
}


[3]
{
  "formula": "C4H9N2",
  "method": "ωB97M-V/def2-TZVPD",
  "de_lowest_ev": 5.884,
  "total_charge": 1,
  "e_tot_ha": -266.88304,
  "symbols": ["C", "C", "C", "C", "N", "N", "H", "H", "H", "H", "H", "H", "H", "H", "H"],
  "positions_angstrom": [[1.26, 0.81, 1.57], [-0.06, -1.45, -0.76], [0.44, -0.31, -1.63], [-1.48, 0.73, 0.55], [1.27, -0.05, 0.63], [0.21, -0.11, -0.16], [2.16, 0.77, 1.96], [0.33, 1.29, 1.83], [-1.08, -1.75, -0.99], [0.48, -2.26, -0.45], [1.44, -0.32, -2.05], [-0.24, 0.16, -2.27], [-1.09, 1.82, 0.55], [-2.07, 0.47, -0.26], [-1.59, 0.18, 1.49]],
  "lowdin_charge": [0.11, -0.01, 0.02, 0.23, 0.03, -0.18, 0.05, 0.07, 0.13, 0.09, 0.13, 0.10, 0.11, 0.03, 0.09]
}


| no. | frontier orbital gap (eV) |
| --- | --- |
| 1 | 4.137 |
| 2 | 9.016 |
| 3 | 10.291 |